Arrangement a

C9H14NO | the ωB97M-V functional and the def2-TZVPD basis

Computed properties:
M   152.2 g/mol
Charge   +1

CARTESIAN COORDINATES (ANGSTROEM)
C  0.505  0.149  -1.577
C  -0.092  1.421  -1.500
C  -1.427  1.761  -1.572
C  -2.532  0.903  -1.490
C  -2.552  -0.489  -1.498
C  -1.476  -1.384  -1.556
C  -0.126  -1.092  -1.497
H  1.587  0.125  -1.803
H  0.597  2.270  -1.378
H  -1.647  2.833  -1.580
H  -3.506  1.399  -1.507
H  -3.544  -0.951  -1.512
H  -1.738  -2.448  -1.580
H  0.543  -1.951  -1.380
O  2.594  -0.572  2.929
C  1.234  -0.887  2.642
C  0.776  0.285  1.783
N  1.543  0.328  0.570
H  2.937  -1.209  3.569
H  1.202  -1.820  2.042
H  0.622  -0.920  3.559
H  -0.284  0.147  1.520
H  0.859  1.263  2.308
H  2.258  -0.388  0.423
H  1.668  1.226  0.086



Arrangement b

C9H14NO | the ωB97M-V functional and the def2-TZVPD basis

Computed properties:
M   152.2 g/mol
Charge   +1
SMILES string   CC(=O)C1=C[C@]12CCCC[NH2+]2

CARTESIAN COORDINATES (ANGSTROEM)
C  -2.217  0.212  -0.185
C  -1.430  -0.696  -0.704
C  -0.717  -1.822  -1.249
C  1.479  1.225  -0.068
C  1.777  0.846  1.378
C  0.017  1.648  -0.225
C  0.851  -0.279  1.820
C  -0.908  0.634  0.361
C  -0.759  -1.920  -2.741
N  -0.555  0.219  1.737
O  -0.125  -2.571  -0.504
H  -3.240  0.512  -0.115
H  2.127  2.039  -0.386
H  1.686  0.369  -0.710
H  2.811  0.518  1.467
H  1.643  1.714  2.030
H  -0.140  2.612  0.268
H  -0.226  1.781  -1.279
H  0.939  -1.149  1.164
H  1.063  -0.582  2.846
H  -0.725  -2.969  -3.026
H  0.134  -1.436  -3.141
H  -1.633  -1.429  -3.160
H  -1.208  -0.506  2.059
H  -0.643  1.032  2.363



How far above the most stable structure does each one sit? In kcal/mol: arrangement a 0.0; arrangement b 2.6.